Record 1
Here is a structure of composition C11H14N2 in a non-equilibrium geometry from the Open Molecules 2025 dataset. Energies are from ωB97M-V/def2-TZVPD.

The value obtained for the molecular weight is 174.25 g mol⁻¹. As for the HOMO energy: -8.190 eV. For the LUMO energy, the calculation gives 0.54 eV.

```
27
Properties=species:S:1:pos:R:3:forces:R:3:nbo_charge:R:1
C -1.456196 2.139110 -1.059477 1.39 3.36 -0.61 -0.63
C -1.969880 1.299646 0.050888 -0.89 -1.45 2.79 -0.25
C -2.267324 -0.962089 0.984732 -0.10 -1.10 2.00 -0.30
C -3.684615 -1.120626 0.374388 -5.77 0.52 -5.49 0.26
C -0.025311 -0.434447 0.077115 -2.02 -2.60 -2.44 0.18
C 0.064915 -1.690512 -0.647807 2.18 0.21 0.67 -0.26
C 1.338451 -2.220019 -0.668735 2.47 3.62 0.62 -0.17
C 2.545191 -1.312744 -0.372007 -4.77 -0.42 1.36 -0.23
C 2.309182 -0.038418 0.254205 3.43 -3.00 -2.48 -0.02
C 3.755677 0.639849 0.421431 1.06 0.44 1.07 -0.61
C 0.971348 0.394651 0.422991 2.59 -0.15 0.61 -0.29
H -0.248359 2.655481 -0.725775 -3.76 -1.87 -1.47 0.21
H -1.491793 1.643433 -2.144120 0.22 1.35 2.49 0.24
H -2.194247 3.129725 -0.929457 2.03 -2.47 -1.04 0.23
H -1.886344 1.957678 1.010309 0.24 -1.34 -1.16 0.18
H -3.131480 1.123835 0.034790 2.27 0.22 -0.56 0.23
H -1.733793 -1.958473 1.097374 -1.17 0.90 -0.10 0.26
H -2.499349 -0.614418 2.113433 0.65 -0.38 -2.26 0.21
H -0.767620 -2.205593 -1.197728 0.61 0.72 1.25 0.24
H 1.502221 -3.222614 -0.881434 0.46 -1.60 -1.01 0.20
H 3.558231 -1.630783 -0.496669 0.13 -0.46 -0.11 0.21
H 4.179249 0.608489 1.876391 -1.26 0.41 -4.73 0.22
H 4.877233 0.046832 -0.365127 -3.91 1.72 2.68 0.23
H 3.582080 1.692122 -0.043699 1.09 -1.44 1.41 0.22
H 0.748493 1.303491 0.908634 -0.23 0.91 0.54 0.22
N -1.349839 -0.142163 0.232949 -4.78 4.36 0.33 -0.46
N -4.726132 -1.081454 -0.327598 7.83 -0.43 5.65 -0.32
```
Forces are in eV/Å.

***

Record 2
Here is a structure of composition C26H21N5O4Ti in a non-equilibrium geometry from the Open Molecules 2025 dataset. Energies are from ωB97M-V/def2-TZVPD.

Its charge is +1. The value obtained for the molecular weight is 515.35 g mol⁻¹. As for the HOMO energy (spin up / spin down): -10.295 / -11.702 eV. As for the expectation value of S²: 0.76. Its spin multiplicity is 2. For the LUMO energy (spin up / spin down), the calculation gives -3.68 / -3.92 eV.

```
57
Properties=species:S:1:pos:R:3:forces:R:3:nbo_charge:R:1
Ti 0.267595 0.437660 0.455020 0.97 2.40 -0.72 1.70
C -2.420813 2.842821 0.197310 0.21 0.63 0.01 -0.67
C -2.699834 1.789620 1.217762 0.86 -0.90 0.06 0.29
C -3.892216 1.811919 1.978016 -0.21 1.16 -1.54 -0.23
C -4.171295 0.806256 2.864503 0.20 -0.71 0.73 -0.12
C -3.206853 -0.186940 3.053114 0.86 0.14 -0.71 -0.22
C -1.995740 -0.153347 2.325857 -1.00 1.30 0.35 0.19
N -1.720372 0.826571 1.378528 -1.94 -0.59 1.39 -0.52
C -0.910981 -1.083188 2.682333 0.61 -0.61 -0.43 0.17
C -0.867224 -1.820552 3.863025 0.20 0.06 -0.58 -0.19
C 0.242901 -2.649452 4.061731 -0.92 0.05 0.57 -0.14
C 1.285498 -2.654495 3.180005 0.84 -0.18 -0.77 -0.22
C 1.210755 -1.875387 2.010426 0.02 0.43 0.76 0.28
N 0.095057 -1.152198 1.767109 0.23 -0.87 0.80 -0.55
C 2.380455 -1.637420 1.108807 0.43 -0.56 -0.32 0.16
C 3.604952 -2.301584 1.347214 -1.20 0.30 -0.04 -0.21
C 4.684136 -2.040007 0.516394 -0.46 1.07 -0.18 -0.13
C 4.480294 -1.098762 -0.488576 1.40 -0.75 -0.44 -0.21
C 3.225358 -0.554576 -0.750445 -0.09 -0.17 0.28 0.27
C 3.025807 0.209566 -1.979590 0.21 1.15 -2.01 -0.68
N 2.182644 -0.783671 0.044792 -0.31 -1.04 1.97 -0.50
H -2.236822 2.446355 -0.800553 -0.08 -0.30 0.01 0.25
H -1.499335 3.389914 0.458965 -0.34 -0.11 0.01 0.26
H -3.252380 3.553481 0.122253 0.26 -0.17 0.09 0.24
H -4.626216 2.633633 1.720296 0.98 -1.11 0.59 0.25
H -5.087663 0.760361 3.466893 0.35 0.19 -0.46 0.25
H -3.361911 -0.993114 3.762436 -0.10 0.20 -0.16 0.23
H -1.671819 -1.729735 4.586754 0.33 -0.16 -0.07 0.24
H 0.295574 -3.299256 4.928645 -0.05 0.22 0.04 0.24
H 2.165328 -3.264733 3.431272 -0.52 0.43 -0.34 0.24
H 3.682398 -3.009362 2.168518 0.04 0.22 -0.25 0.23
H 5.657161 -2.491714 0.673587 -0.15 -0.01 -0.04 0.24
H 5.332160 -0.867252 -1.168151 -0.92 -0.06 0.54 0.24
H 3.573530 -0.338916 -2.785483 -0.40 0.60 0.45 0.24
H 3.457643 1.243132 -1.923438 -0.29 -0.84 0.04 0.28
H 1.974583 0.332224 -2.314654 0.60 -0.21 0.54 0.25
O 2.784494 3.359244 -0.480587 -1.64 -2.29 2.06 -0.52
C 2.052009 2.592261 0.161862 -0.32 2.27 -4.28 0.65
O 0.935747 2.014348 -0.446008 1.65 0.29 0.71 -0.81
C 2.149380 2.272780 1.619150 -0.41 -0.84 1.76 0.66
O 2.923343 2.812650 2.371153 -0.69 -0.55 -0.62 -0.51
O 1.240736 1.321107 1.941457 0.86 0.31 -0.06 -0.80
N -1.582695 -1.895901 -2.601653 0.09 -0.51 0.23 -0.51
C -0.966299 -1.534460 -1.446915 -0.36 0.75 -1.22 0.27
N -0.619897 -0.259006 -1.435600 -0.59 -0.31 0.13 -0.58
C -1.055317 0.285380 -2.667325 -0.27 -1.07 -0.30 0.15
C -0.911436 1.543679 -3.251000 0.78 1.42 -0.27 -0.24
C -1.330667 1.712843 -4.580934 -0.41 0.29 0.35 -0.19
C -1.947480 0.676546 -5.298338 0.29 -1.41 0.44 -0.19
C -2.083672 -0.607212 -4.748936 -0.51 0.22 0.96 -0.23
C -1.675386 -0.761867 -3.406556 0.79 0.50 -0.57 0.10
H -1.754462 -2.871212 -2.880528 -0.05 0.97 0.23 0.44
H -0.828283 -2.204805 -0.627216 0.18 -0.34 0.23 0.22
H -0.395066 2.407078 -2.738650 -0.65 -1.26 -0.40 0.26
H -1.262784 2.695102 -5.081690 0.18 -0.63 0.53 0.24
H -2.265027 0.786648 -6.322677 -0.04 0.37 -0.07 0.23
H -2.609594 -1.443056 -5.239690 0.50 0.63 -0.01 0.23
```
Forces are in eV/Å.

***

Record 3
Here is the ion C3H9NOP with charge +1 in a non-equilibrium geometry from the Open Molecules 2025 dataset. Energies are from ωB97M-V/def2-TZVPD.

Its charge is +1. The value obtained for the molecular weight is 106.08 g mol⁻¹. As for the HOMO energy (spin up / spin down): -10.587 / -14.665 eV. As for the expectation value of S²: 2.01. Its spin multiplicity is 3. For the LUMO energy (spin up / spin down), the calculation gives -3.38 / -5.11 eV.

```
15
Properties=species:S:1:pos:R:3:forces:R:3:nbo_charge:R:1
C 2.316729 -0.959148 0.162799 6.54 -0.24 1.04 -0.04
C 0.312803 -0.026397 -0.285047 -2.11 4.92 -0.61 0.23
C -2.114502 0.040069 0.360344 -0.14 0.31 0.90 -0.45
N -1.103722 -0.431788 -0.657694 2.06 0.25 5.40 -0.53
O 1.089715 -0.996609 -0.073354 -6.83 -4.19 -0.94 -0.51
P 0.633284 1.818103 -0.039772 0.95 -0.91 -2.58 0.26
H 2.634209 -1.991467 0.215478 1.26 0.57 0.32 0.20
H 2.735579 0.008388 0.373185 0.75 -0.32 0.21 0.17
H -2.550164 0.954413 0.102297 0.19 1.92 -0.68 0.25
H -2.966009 -0.555846 0.204006 -0.95 -1.46 0.38 0.24
H -1.824310 0.133682 1.448391 0.35 -0.73 -1.54 0.27
H -1.242190 -0.092587 -1.526060 -1.17 1.53 -3.80 0.44
H -1.233820 -1.411720 -0.650287 0.51 -1.65 -0.35 0.44
H 1.996057 1.780363 -0.752025 -1.89 0.20 0.57 0.04
H 1.316335 1.730548 1.117746 0.48 -0.20 1.68 0.00
```
Forces are in eV/Å.

***

Record 4
Here is a structure of composition C2H2CrO2P in a non-equilibrium geometry from the Open Molecules 2025 dataset. Energies are from ωB97M-V/def2-TZVPD.

Its charge is +1. The value obtained for the molecular weight is 141.01 g mol⁻¹. As for the HOMO energy (spin up / spin down): -14.115 / -14.090 eV. As for the expectation value of S²: 6.07. Its spin multiplicity is 5. For the LUMO energy (spin up / spin down), the calculation gives -6.04 / -6.03 eV.

```
8
Properties=species:S:1:pos:R:3:forces:R:3:nbo_charge:R:1
H 1.925365 -3.624560 -0.118754 -0.13 0.06 -0.09 -0.49
P 1.036217 1.449411 -0.091479 -1.83 0.02 0.49 1.01
O -0.288172 2.478554 0.413682 0.52 -0.21 -0.05 -0.63
C -0.968639 1.393590 -0.041081 0.10 0.01 -0.21 0.10
H -1.798752 1.504636 -0.744527 0.24 -0.02 0.15 0.26
C -0.260486 0.229483 0.374009 1.24 1.45 -0.46 0.13
O -0.417838 -0.993696 0.294985 -1.26 0.34 0.26 -0.78
Cr 0.772302 -2.437417 -0.086834 1.12 -1.65 -0.10 1.40
```
Forces are in eV/Å.

***

For reference, ΔE to the lowest compared entry with this formula, charge and spin by record: 192.1 4.9 60.4 35.0 kcal per mole.